[1]
Computed, not measured: 6 unconnected molecules or ions with the total composition C56H133N3O4P2 in a non-equilibrium geometry, with ωB97M-V/def2-TZVPD.

```
! RIJCOSX wB97M-V def2-TZVPD def2/J DEFGRID3
* xyz 4 1
O -0.618 -1.469 2.287
H -0.141 -1.171 1.488
C 2.768 -0.661 -2.872
C 2.679 -0.409 -1.356
C 1.858 0.776 -1.045
C 1.162 0.773 0.367
P 2.085 0.710 1.912
C 1.211 1.335 3.286
C 1.015 2.918 3.432
C -0.041 3.484 2.467
C -1.390 3.698 3.164
C 2.601 -1.025 2.253
C 3.894 -1.530 1.581
C 4.789 -2.559 2.383
C 3.987 -3.777 2.966
C 3.542 1.817 1.747
C 4.425 1.837 3.039
C 5.765 2.286 2.657
C 6.550 1.145 1.965
H 3.546 -1.378 -3.134
H 2.787 0.185 -3.558
H 1.916 -1.292 -3.127
H 3.677 -0.321 -0.926
H 2.186 -1.296 -0.958
H 1.079 1.095 -1.738
H 2.611 1.563 -1.048
H 0.338 0.066 0.465
H 0.729 1.770 0.438
H 1.856 1.153 4.146
H 0.294 0.758 3.405
H 1.971 3.440 3.417
H 0.729 3.135 4.461
H -0.270 2.751 1.694
H 0.306 4.434 2.059
H -1.738 2.734 3.533
H -2.226 4.107 2.595
H -1.342 4.418 3.981
H 1.797 -1.663 1.886
H 2.614 -1.061 3.343
H 4.596 -0.809 1.162
H 3.641 -2.095 0.684
H 5.205 -1.956 3.190
H 5.691 -2.795 1.818
H 3.716 -4.443 2.147
H 3.116 -3.472 3.547
H 4.633 -4.411 3.572
H 3.101 2.795 1.549
H 4.135 1.447 0.911
H 4.513 0.962 3.683
H 4.014 2.544 3.760
H 6.276 2.427 3.609
H 5.836 3.093 1.927
H 6.512 0.118 2.329
H 7.615 1.353 2.070
H 6.333 1.171 0.898
C 0.545 5.655 -10.371
C 0.219 4.146 -10.538
C -0.146 3.535 -9.162
C 1.028 3.406 -8.172
P 0.639 3.492 -6.348
C 2.223 3.498 -5.510
C 3.019 2.214 -5.520
C 4.329 2.385 -4.777
C 5.323 1.192 -4.840
C -0.197 5.170 -6.068
C 0.487 6.365 -6.827
C -0.488 7.616 -7.026
C 0.158 8.734 -7.753
C -0.387 2.057 -5.883
C -0.992 2.074 -4.500
C -1.859 0.820 -4.269
C -1.077 -0.412 -4.046
H 1.497 5.898 -9.898
H -0.322 6.152 -9.937
H 0.597 6.044 -11.388
H 0.960 3.544 -11.062
H -0.687 3.964 -11.116
H -0.658 2.573 -9.200
H -0.843 4.280 -8.780
H 1.724 4.221 -8.369
H 1.481 2.422 -8.290
H 2.036 3.872 -4.503
H 2.868 4.125 -6.124
H 3.193 1.885 -6.544
H 2.372 1.452 -5.085
H 4.074 2.664 -3.755
H 4.837 3.284 -5.126
H 5.186 0.587 -5.736
H 5.172 0.593 -3.942
H 6.370 1.480 -4.743
H -0.071 5.263 -4.990
H -1.273 5.205 -6.239
H 0.711 5.994 -7.827
H 1.443 6.603 -6.359
H -1.010 7.823 -6.091
H -1.415 7.267 -7.481
H -0.373 9.679 -7.633
H 0.283 8.470 -8.803
H 1.209 8.908 -7.526
H 0.068 1.084 -6.067
H -1.156 1.953 -6.648
H -1.650 2.939 -4.430
H -0.330 2.155 -3.638
H -2.606 0.712 -5.055
H -2.441 1.049 -3.376
H -0.976 -1.091 -4.893
H -1.418 -0.900 -3.133
H -0.032 -0.217 -3.806
C 0.018 -3.526 5.408
C 0.246 -2.392 6.525
N -1.033 -1.520 6.819
C -1.147 -0.458 5.713
C -2.291 -2.367 6.766
C -2.460 -3.278 7.929
C -0.779 -0.731 8.147
C -1.599 0.523 8.382
O -2.950 0.193 8.282
C -3.718 1.241 8.739
H -0.510 -3.192 4.515
H -0.606 -4.293 5.865
H 0.965 -4.000 5.152
H 1.027 -1.687 6.239
H 0.622 -2.842 7.443
H -0.231 0.133 5.700
H -2.045 0.140 5.867
H -1.138 -0.866 4.703
H -2.413 -2.880 5.812
H -3.092 -1.635 6.661
H -1.525 -3.599 8.389
H -3.117 -4.098 7.640
H -3.036 -2.786 8.712
H 0.257 -0.403 8.057
H -0.985 -1.499 8.892
H -1.437 1.366 7.711
H -1.262 0.819 9.376
H -4.793 1.063 8.699
H -3.364 2.181 8.316
H -3.581 1.295 9.819
C -5.097 -2.655 0.933
C -3.791 -1.828 0.806
N -3.937 -0.369 0.322
C -5.043 -0.309 -0.861
C -4.536 0.481 1.427
C -3.645 0.621 2.713
C -2.582 0.190 -0.233
C -2.280 1.664 -0.248
O -3.288 2.286 -1.044
C -3.024 3.673 -1.398
H -5.997 -2.315 1.446
H -4.841 -3.485 1.591
H -5.410 -3.197 0.041
H -3.161 -2.294 0.049
H -3.305 -1.873 1.780
H -5.279 0.650 -1.324
H -5.972 -0.701 -0.447
H -4.773 -1.055 -1.609
H -5.570 0.257 1.686
H -4.658 1.459 0.962
H -4.008 -0.179 3.358
H -3.779 1.593 3.189
H -2.586 0.527 2.473
H -2.498 -0.091 -1.283
H -1.842 -0.456 0.239
H -1.384 1.881 -0.830
H -2.177 2.015 0.779
H -2.784 4.295 -0.536
H -3.856 4.223 -1.837
H -2.354 3.611 -2.256
C 0.841 -6.490 2.743
C 0.355 -5.405 1.718
N -1.115 -5.469 1.138
C -2.065 -5.204 2.287
C -1.335 -4.324 0.138
C -0.421 -4.167 -1.127
C -1.499 -6.811 0.414
C -1.724 -7.971 1.231
O -2.041 -9.114 0.430
C -2.073 -10.290 1.196
H 1.018 -7.509 2.398
H 0.137 -6.557 3.572
H 1.776 -6.146 3.184
H 1.071 -5.495 0.901
H 0.394 -4.406 2.151
H -1.910 -4.198 2.679
H -1.858 -5.855 3.136
H -3.053 -5.249 1.829
H -1.212 -3.468 0.801
H -2.337 -4.413 -0.282
H 0.203 -4.959 -1.542
H 0.334 -3.398 -0.963
H -1.005 -3.874 -1.999
H -0.743 -6.901 -0.366
H -2.382 -6.669 -0.209
H -2.442 -7.664 1.992
H -0.826 -8.072 1.841
H -2.335 -11.174 0.615
H -2.808 -10.432 1.988
H -1.082 -10.423 1.631
*
```

## Properties
Orbital gap ... 9.11 eV
HOMO energy ... -16.134 eV

***

[2]
Computed, not measured: 11 unconnected molecules or ions with the total composition C56H137N7O16 in a non-equilibrium geometry, with ωB97M-V/def2-TZVPD.

```
! RIJCOSX wB97M-V def2-TZVPD def2/J DEFGRID3
* xyz 0 1
C -8.688 -21.921 -24.933
C -7.555 -21.548 -25.781
O -6.933 -22.637 -26.410
H -9.244 -20.992 -24.807
H -8.398 -22.383 -23.989
H -9.361 -22.662 -25.365
H -6.767 -21.128 -25.156
H -7.826 -20.774 -26.499
H -6.139 -22.826 -25.905
C -9.208 -18.020 -30.503
C -9.829 -17.731 -29.170
O -9.650 -18.962 -28.518
H -9.113 -17.078 -31.042
H -9.921 -18.556 -31.130
H -8.233 -18.483 -30.354
H -10.887 -17.535 -29.341
H -9.369 -16.887 -28.657
H -10.267 -18.957 -27.783
C -7.484 -21.360 -31.005
C -7.965 -22.168 -29.824
O -6.871 -22.717 -29.181
H -6.608 -20.756 -30.772
H -8.291 -20.751 -31.412
H -7.082 -22.025 -31.768
H -8.726 -22.870 -30.164
H -8.398 -21.548 -29.039
H -7.065 -22.759 -28.242
C -5.033 -25.909 -31.957
C -4.938 -24.379 -31.963
O -4.888 -23.767 -30.676
H -4.200 -26.327 -31.391
H -4.954 -26.250 -32.990
H -5.974 -26.294 -31.565
H -5.741 -23.932 -32.549
H -3.991 -24.155 -32.455
H -5.722 -23.468 -30.308
C -9.178 -17.918 -37.018
C -9.819 -18.850 -35.928
C -11.377 -18.966 -36.318
C -12.168 -20.060 -35.646
C -11.420 -21.417 -35.812
C -9.894 -21.414 -35.422
N -9.213 -20.175 -35.900
O -7.785 -20.143 -35.607
C -9.918 -21.566 -33.850
C -9.291 -22.675 -36.019
C -9.774 -18.254 -34.525
H -9.612 -16.922 -37.108
H -9.340 -18.479 -37.938
H -8.112 -17.873 -36.792
H -11.921 -18.048 -36.095
H -11.477 -19.126 -37.392
H -13.174 -20.128 -36.060
H -12.378 -19.794 -34.610
H -11.587 -21.802 -36.818
H -12.074 -22.132 -35.312
H -8.900 -21.466 -33.474
H -10.490 -20.800 -33.327
H -10.331 -22.544 -33.603
H -8.305 -22.835 -35.583
H -9.968 -23.495 -35.775
H -9.221 -22.628 -37.105
H -10.298 -17.299 -34.485
H -8.797 -17.927 -34.169
H -10.405 -18.783 -33.810
H -7.451 -20.515 -36.427
C -11.264 -22.566 -27.760
C -12.348 -22.554 -28.906
C -13.748 -22.640 -28.178
C -14.891 -22.414 -29.143
C -14.753 -21.004 -29.685
C -13.450 -20.805 -30.544
N -12.309 -21.245 -29.661
O -11.111 -20.978 -30.313
C -13.501 -21.507 -32.037
C -13.419 -19.293 -30.900
C -12.216 -23.780 -29.824
H -10.257 -22.732 -28.143
H -11.453 -23.217 -26.906
H -11.180 -21.600 -27.262
H -13.867 -23.672 -27.850
H -13.840 -21.858 -27.424
H -15.843 -22.470 -28.615
H -15.003 -23.223 -29.865
H -14.793 -20.289 -28.863
H -15.576 -20.838 -30.380
H -13.787 -22.557 -31.965
H -14.074 -20.991 -32.806
H -12.463 -21.480 -32.368
H -12.549 -19.143 -31.540
H -14.299 -18.974 -31.458
H -13.217 -18.686 -30.017
H -13.088 -23.866 -30.472
H -12.254 -24.671 -29.197
H -11.275 -23.762 -30.374
H -10.844 -20.205 -29.810
C -5.665 -18.969 -26.985
O -4.703 -17.961 -27.257
C -5.127 -17.178 -28.393
C -4.046 -16.181 -28.861
N -3.839 -15.123 -27.842
C -4.899 -14.149 -27.968
C -5.032 -13.161 -26.741
O -5.461 -13.811 -25.547
C -5.374 -12.980 -24.408
H -6.728 -18.729 -26.985
H -5.582 -19.239 -25.933
H -5.478 -19.864 -27.578
H -6.065 -16.650 -28.225
H -5.347 -17.850 -29.222
H -4.296 -15.835 -29.864
H -3.136 -16.747 -29.058
H -4.107 -15.602 -26.993
H -5.826 -14.635 -28.272
H -4.643 -13.598 -28.873
H -5.750 -12.402 -27.051
H -4.108 -12.636 -26.498
H -5.895 -13.511 -23.611
H -5.934 -12.045 -24.426
H -4.382 -12.790 -23.998
C -7.887 -16.473 -24.652
O -9.311 -16.717 -24.836
C -9.565 -18.110 -25.024
C -11.079 -18.355 -25.215
N -11.475 -18.082 -26.603
C -12.796 -18.724 -26.902
C -13.931 -18.194 -26.072
O -13.894 -16.757 -25.922
C -14.969 -16.238 -25.153
H -7.705 -15.524 -24.147
H -7.336 -16.599 -25.584
H -7.365 -17.196 -24.024
H -9.215 -18.608 -24.120
H -9.083 -18.502 -25.920
H -11.693 -17.778 -24.523
H -11.309 -19.396 -24.988
H -11.484 -17.081 -26.735
H -12.656 -19.805 -26.942
H -12.954 -18.462 -27.948
H -13.900 -18.724 -25.120
H -14.784 -18.462 -26.696
H -14.759 -15.168 -25.127
H -14.949 -16.751 -24.192
H -15.952 -16.288 -25.623
C -7.678 -27.339 -28.075
O -6.451 -27.091 -27.419
C -5.388 -26.817 -28.304
C -4.063 -26.553 -27.639
N -4.021 -25.396 -26.809
C -4.294 -24.132 -27.461
C -3.813 -22.944 -26.637
O -4.464 -22.858 -25.389
C -3.862 -22.099 -24.379
H -8.400 -27.719 -27.351
H -7.584 -28.154 -28.793
H -8.087 -26.428 -28.513
H -5.704 -25.978 -28.924
H -5.341 -27.659 -28.994
H -3.317 -26.489 -28.431
H -3.669 -27.390 -27.064
H -4.759 -25.588 -26.147
H -5.368 -24.048 -27.622
H -3.785 -24.099 -28.424
H -3.952 -22.019 -27.195
H -2.745 -23.057 -26.452
H -4.529 -21.962 -23.527
H -3.498 -21.156 -24.787
H -2.985 -22.621 -23.997
C -2.906 -15.149 -36.453
O -3.506 -16.124 -35.570
C -3.967 -17.219 -36.369
C -4.799 -18.152 -35.421
N -4.018 -18.953 -34.482
C -4.929 -19.561 -33.536
C -4.137 -20.316 -32.485
O -3.841 -19.504 -31.377
C -3.292 -20.234 -30.300
H -2.071 -15.586 -37.001
H -2.453 -14.294 -35.950
H -3.613 -14.648 -37.115
H -3.147 -17.662 -36.933
H -4.684 -16.832 -37.093
H -5.329 -18.793 -36.126
H -5.609 -17.543 -35.019
H -3.267 -18.338 -34.202
H -5.536 -20.284 -34.081
H -5.490 -18.808 -32.982
H -3.208 -20.752 -32.854
H -4.735 -21.183 -32.204
H -2.533 -20.889 -30.726
H -4.083 -20.810 -29.820
H -2.688 -19.666 -29.593
C -12.332 -30.308 -31.990
O -11.254 -29.388 -31.645
C -11.723 -28.235 -30.927
C -10.652 -27.228 -30.560
N -10.125 -26.689 -31.881
C -9.114 -25.665 -31.693
C -8.701 -25.179 -33.052
O -8.045 -26.225 -33.700
C -7.496 -25.925 -34.988
H -13.048 -29.841 -32.666
H -12.842 -30.671 -31.098
H -11.998 -31.182 -32.549
H -12.229 -28.498 -29.998
H -12.499 -27.770 -31.535
H -9.886 -27.753 -29.988
H -11.185 -26.428 -30.046
H -9.686 -27.379 -32.473
H -8.216 -26.033 -31.197
H -9.540 -24.892 -31.054
H -8.022 -24.327 -33.018
H -9.529 -24.915 -33.710
H -8.328 -25.808 -35.682
H -6.958 -26.760 -35.438
H -6.840 -25.057 -34.925
*
```

## Properties
SMILES string ... CC1(C)CCCC(C)(C)N1O.CC1(C)CCCC(C)(C)N1O.COCCNCCOC.COCCNCCOC.COCCNCCOC.COCCNCCOC.COCCNCCOC.CCO.CCO.CCO.CCO
Orbital gap ... 8.70 eV
HOMO energy ... -8.152 eV